Entry from the OMol25 dataset: a molecular structure, C30H41As3N4O6Zr (wB97M-V/def2-TZVPD).

XYZ file:
```
85
Properties=species:S:1:pos:R:3:forces:R:3:lowdin_charge:R:1
Zr 0.26828 -0.32079 -0.03321 -0.9 -1.1 0.6 1.506
C 0.60864 0.76129 3.10369 -0.2 -0.3 0.0 -0.139
N 0.01389 -0.12908 2.05872 0.0 -0.1 0.9 -0.163
C -0.61211 -1.23045 2.44023 0.0 0.4 -0.2 -0.038
C -1.25414 -2.06586 1.50903 0.0 0.2 -0.2 -0.313
C -1.97530 -3.22528 1.73159 -0.2 -0.3 0.1 0.025
C -2.47202 -3.64730 0.49011 -0.1 -0.2 0.1 -0.021
C -2.03198 -2.73788 -0.45027 0.1 0.1 0.2 -0.122
N -1.28322 -1.75134 0.11684 -0.3 -0.3 0.1 -0.148
C 1.54462 0.03752 4.03493 -0.1 -0.1 0.0 -0.245
C 2.69381 -0.58733 3.55552 0.0 0.0 0.0 -0.041
C 3.54067 -1.26465 4.41620 0.0 0.0 0.1 -0.058
C 3.24583 -1.32160 5.77576 0.0 0.0 0.0 -0.056
C 2.10638 -0.70092 6.26238 0.0 0.0 0.0 -0.051
C 1.25411 -0.02627 5.39184 0.0 0.0 0.1 -0.034
H -0.20370 1.20006 3.67981 -0.1 0.1 0.0 0.120
H 1.11019 1.56715 2.58312 0.2 0.2 -0.2 0.113
H -0.65842 -1.49241 3.49300 0.1 -0.1 0.1 0.162
H -2.12336 -3.69661 2.69696 0.0 0.1 -0.2 0.137
H -3.08147 -4.51847 0.29290 0.1 0.1 0.0 0.123
H -2.21343 -2.75528 -1.51352 0.0 0.0 0.0 0.111
H 2.94112 -0.53918 2.49981 0.0 0.0 0.0 0.094
H 4.43376 -1.74483 4.03533 0.0 0.0 0.0 0.112
H 3.90852 -1.84808 6.45278 -0.1 0.0 -0.1 0.117
H 1.87565 -0.73970 7.32058 0.0 0.0 -0.1 0.118
H 0.36608 0.46448 5.77966 0.1 0.0 0.0 0.119
C 1.06804 0.57439 -4.23767 0.2 0.3 0.2 -0.237
As 0.06621 -0.04636 -2.72778 -0.7 -0.4 -0.6 1.095
C 0.33076 -1.96812 -3.00759 0.0 0.1 0.0 -0.254
C -1.82271 0.09067 -3.21351 0.0 0.3 0.1 -0.303
C -2.53874 1.43301 -2.96796 0.0 0.1 -0.1 -0.648
C -3.96545 1.29814 -3.52048 -0.1 0.0 0.0 -0.049
C -2.73630 1.72063 -1.46661 0.1 -0.1 0.0 -0.323
As -1.25452 1.89033 -0.21162 -0.2 0.8 -0.5 1.069
C -2.20221 2.65237 1.27631 0.1 -0.2 0.2 -0.250
C -0.18501 3.40736 -0.75652 0.0 0.0 0.1 -0.259
C -1.80038 2.61245 -3.63313 -0.3 -0.2 0.1 -0.392
As -1.68111 2.96916 -5.59422 0.1 0.0 -0.1 1.140
C -3.38394 3.89073 -5.83226 -0.1 0.0 0.0 -0.330
C -2.18817 1.30884 -6.51175 -0.1 0.0 0.0 -0.336
H 0.75957 -0.04740 -5.06745 0.0 0.0 -0.3 0.046
H 2.12461 0.42701 -4.03625 0.1 0.0 -0.1 0.045
H 0.87564 1.62027 -4.44454 0.0 0.1 -0.1 0.015
H -0.31891 -2.29545 -3.81242 -0.1 -0.1 -0.1 0.053
H 0.13235 -2.57247 -2.12870 -0.1 -0.1 0.1 0.008
H 1.36800 -2.11777 -3.28792 0.1 0.0 -0.1 0.046
H -2.32079 -0.70276 -2.65346 -0.1 -0.1 0.0 0.071
H -1.87420 -0.17552 -4.26451 -0.1 0.0 -0.2 0.073
H -4.51707 0.51194 -2.99577 0.0 0.1 0.0 0.098
H -3.95779 1.05204 -4.58104 0.0 0.0 0.2 0.055
H -4.51455 2.23622 -3.39658 0.0 -0.1 0.0 0.101
H -3.35512 0.94060 -1.02074 -0.1 -0.1 0.0 0.086
H -3.27981 2.65500 -1.35692 -0.2 0.2 0.0 0.093
H -2.61779 3.59050 0.93222 -0.1 0.2 0.0 0.049
H -1.51962 2.83329 2.10049 0.0 0.0 0.1 0.030
H -2.99666 1.98818 1.59937 -0.1 -0.1 0.0 0.046
H -0.82660 4.16908 -1.18253 -0.1 0.1 -0.1 0.046
H 0.57744 3.11881 -1.46909 0.1 0.0 -0.1 0.020
H 0.30188 3.79507 0.13451 0.1 0.1 0.1 0.045
H -0.76837 2.63525 -3.29233 0.2 0.0 0.1 0.003
H -2.23798 3.55031 -3.27808 0.0 0.0 0.1 0.070
H -3.42867 4.75461 -5.16965 0.0 0.0 0.0 0.026
H -4.23900 3.24248 -5.65074 0.0 0.0 0.0 0.019
H -3.42474 4.25128 -6.85870 0.0 0.0 0.0 0.029
H -1.42274 0.54169 -6.43015 0.1 -0.1 0.0 0.002
H -2.25086 1.58705 -7.56446 0.0 0.0 0.0 0.031
H -3.15487 0.90375 -6.21429 0.1 0.0 -0.1 0.011
O 2.11071 -1.16834 -0.41671 0.8 0.3 -0.1 -0.145
C 2.68758 -0.01458 -0.23991 0.0 0.0 0.0 -0.534
O 1.89819 0.99139 -0.10685 1.2 0.3 0.0 -0.174
C 4.13090 0.10427 -0.16435 0.0 0.0 0.0 -0.113
C 4.70192 1.34181 0.13020 -0.1 0.0 0.0 0.102
C 6.06928 1.41137 0.21744 0.1 0.3 -0.1 -0.082
C 6.88558 0.31732 0.02199 0.2 -0.1 0.0 0.129
C 6.27818 -0.88734 -0.26809 0.3 -0.3 0.0 -0.081
C 4.91758 -1.02853 -0.36358 -0.2 -0.1 0.0 0.100
N 7.12909 -2.08944 -0.48189 0.2 -0.1 -0.2 -0.338
O 6.55047 -3.12597 -0.73589 0.0 0.2 0.1 0.106
O 8.32622 -1.93706 -0.40878 -0.3 0.1 0.1 0.131
N 6.70164 2.71795 0.53890 0.2 0.0 0.6 -0.338
O 5.95695 3.64869 0.76773 0.0 -0.2 -0.3 0.106
O 7.90808 2.72996 0.61934 -0.2 0.0 -0.2 0.130
H 4.10379 2.22767 0.28999 0.0 0.0 0.0 0.142
H 7.96089 0.39681 0.09275 0.0 0.0 0.0 0.149
H 4.48873 -1.99596 -0.58312 0.0 0.0 0.0 0.143
```
Positions in Å, forces in eV/Å.

Properties
* frontier orbital gap: 6.22 eV
* HOMO level: -13.187 eV
* E_LUMO: -7.0 eV
* E_tot: -233799.392 eV
* spin multiplicity: 1
* energy above the lowest of the compared OMol25 structures with the same formula, charge and spin: 0.000 eV
* net charge: +2